{"formula": "CCl4", "method": "ωB97M-V with the def2-TZVPD basis set", "elements": ["C", "Cl", "Cl", "Cl", "Cl"], "xyz": [[0.019, -0.011, 0.037], [-1.183, -0.724, -1.068], [0.996, -1.404, 0.448], [0.941, 1.261, -0.856], [-0.773, 0.878, 1.438]], "charge": 1, "multiplicity": 2, "s_squared": 0.75, "homo_lumo_gap_ev": [10.97, 4.97], "fmax_ha_per_bohr": 0.0575, "relative_energy_kcal_mol": 6.2, "lumo_energy_ev": [-5.6, -11.5]}